[1]
# C19H24N2S

A single C19H24N2S molecule at a distorted geometry (the ωB97M-V functional and the def2-TZVPD basis, OMol25).

Calculated values
Lowest unoccupied orbital energy, eV: 0.366
Relative energy (zero: lowest compared OMol25 entry of this formula, charge and spin), kcal per mole: 273.50

Atoms and positions in Å:
C 5.86355 -1.50448 0.56199
C 4.68593 -0.95508 -0.39292
C 3.84966 0.24267 0.32554
C 2.26257 0.14582 0.03036
C 1.91149 0.91454 -1.34739
C 1.68208 2.49274 -1.07128
C 0.14008 2.83396 -1.38304
C -0.85615 2.43397 -0.18155
C -0.68231 3.24246 1.15759
C -1.68221 2.88054 2.29518
C -2.78224 1.76384 2.14606
C -2.94789 0.93653 0.81579
C -1.94957 1.31695 -0.32865
S -2.11713 0.36622 -1.93210
C -2.71329 -1.29010 -1.31933
C -2.30811 -2.57446 -2.08797
C -2.79888 -3.99489 -1.62819
C -3.68318 -4.02142 -0.33961
C -4.06975 -2.72435 0.44683
C -3.60120 -1.29160 -0.01385
N -4.01469 -0.07637 0.71993
N -4.55464 -0.35290 1.96751
H 5.58646 -2.45572 1.13035
H 6.75101 -1.76150 -0.13513
H 6.22857 -0.72910 1.31733
H 4.01172 -1.83204 -0.70901
H 5.20475 -0.51403 -1.32959
H 4.01407 0.11408 1.46242
H 4.27815 1.26958 0.00501
H 2.00078 -0.97216 -0.03523
H 1.70575 0.60202 0.92767
H 2.73960 0.72855 -2.12529
H 0.92186 0.48454 -1.73865
H 1.88108 2.69845 0.04351
H 2.41100 3.11290 -1.71497
H -0.21527 2.41414 -2.39725
H 0.07564 3.98308 -1.48092
H 0.09688 4.05698 1.29958
H -1.62432 3.44769 3.29715
H -3.45389 1.62288 3.05958
H -1.63844 -2.51036 -3.00452
H -2.52256 -4.94982 -2.20922
H -4.04003 -5.06264 0.00156
H -4.74520 -2.88136 1.36172
H -5.43009 -0.88425 1.91359
H -3.87159 -0.76648 2.61940

---

[2]
# C3H8O2P

2 unconnected molecules or ions with the total composition C3H8O2P at a distorted geometry (the ωB97M-V functional and the def2-TZVPD basis, OMol25).

Calculated values
Lowest unoccupied orbital energy (spin up / spin down), eV: 3.953 / 3.953
Net charge: -1
Relative energy (zero: lowest compared OMol25 entry of this formula, charge and spin), kcal per mole: 122.03

Atoms and positions in Å:
C -1.34980 -0.34362 -1.61786
C 0.43908 -1.66005 0.68797
C 1.12190 1.88843 0.42055
O -2.43244 0.71774 0.62753
O -0.66626 -0.94031 1.03176
P -1.19350 0.30404 -0.04046
H -1.79281 0.57497 -1.94666
H -0.59673 -0.79199 -2.23435
H 1.16564 -1.87145 1.42126
H 1.03303 -1.14919 0.00847
H 0.17431 -2.70301 0.31689
H 1.48550 2.16089 -0.57233
H 1.11802 2.85256 1.02621
H 1.49407 0.96099 0.87103

---

[3]
# C5H12MgO3V

A molecular structure, C5H12MgO3V at a distorted geometry (the ωB97M-V functional and the def2-TZVPD basis, OMol25).

Calculated values
Lowest unoccupied orbital energy (spin up / spin down), eV: -0.368 / -0.227
2S+1: 4
Expectation value of S²: 3.849
Relative energy (zero: lowest compared OMol25 entry of this formula, charge and spin), kcal per mole: 42.82

Atoms and positions in Å:
O 1.86914 0.90205 0.37654
V 3.59588 0.70622 -0.31027
C -2.45945 1.97843 -1.49094
O -1.52715 1.24692 -0.72724
C -2.00790 0.62670 0.50080
C -0.86466 -0.16486 1.07646
C -0.74792 -1.55202 0.49806
O 0.16964 -1.46153 -0.63243
C 0.87582 -2.62761 -0.99881
Mg 0.39274 0.56952 -0.82911
H -1.89245 2.48833 -2.27804
H -3.18637 1.28534 -1.94065
H -2.97690 2.71639 -0.85963
H -2.88501 0.02275 0.20381
H -2.34035 1.43411 1.17024
H -0.86315 -0.15715 2.16930
H 1.38096 0.60361 1.42832
H -1.66163 -2.02015 0.08910
H -0.33500 -2.23836 1.25227
H 1.89512 -2.32197 -1.26733
H 1.01676 -3.33085 -0.16431
H 0.28938 -3.14836 -1.77064

---

[4]
# C10H34N2O7

7 unconnected molecules or ions with the total composition C10H34N2O7 at a distorted geometry (the ωB97M-V functional and the def2-TZVPD basis, OMol25).

Calculated values
Lowest unoccupied orbital energy, eV: 0.582
Relative energy (zero: lowest compared OMol25 entry of this formula, charge and spin), kcal per mole: 100.06

Atoms and positions in Å:
N 18.92908 -0.95800 -24.87203
C 17.96026 -1.05975 -25.74577
N 17.08140 -2.06583 -25.60048
O 17.65213 -0.08121 -26.58560
H 19.45940 -0.12738 -24.94967
H 18.95495 -1.46009 -23.94605
H 16.29281 -1.99559 -26.21924
H 17.29049 -3.11637 -25.51956
C 19.98073 7.18076 -21.47180
C 19.05074 6.17862 -22.12011
O 19.72113 5.02851 -22.56467
H 21.00801 7.20665 -21.93989
H 20.15744 6.67055 -20.50192
H 19.56790 8.21653 -21.45048
H 18.62539 6.60247 -23.06558
H 18.12063 5.94606 -21.55159
H 19.24563 4.60488 -23.28186
C 18.46131 3.05256 -26.65913
C 19.57705 4.06007 -26.67359
O 19.46665 4.70520 -25.41150
H 18.47136 2.26598 -25.92762
H 18.60694 2.52588 -27.69371
H 17.45683 3.47214 -26.62786
H 19.56285 4.93646 -27.40934
H 20.54303 3.51741 -26.56319
H 18.61639 5.15215 -25.48788
C 15.25087 2.77558 -28.52606
C 14.90950 2.56659 -26.99633
O 13.51260 2.45965 -26.70825
H 15.10470 3.75043 -28.91009
H 14.79691 2.03462 -29.13668
H 16.33688 2.61986 -28.71053
H 15.35324 3.28158 -26.28494
H 15.41093 1.63087 -26.75359
H 13.06217 3.33010 -26.90142
C 21.73934 1.18752 -24.77195
O 20.50442 1.58867 -24.20688
H 21.90236 0.13848 -24.52062
H 22.43092 1.93827 -24.42938
H 21.69357 1.32071 -25.85793
H 20.71352 1.65360 -23.26526
C 16.52352 5.65484 -24.81653
O 17.42174 6.36950 -25.63671
H 15.56016 5.89824 -25.06911
H 16.55768 5.78459 -23.73809
H 16.63770 4.61265 -25.01016
H 17.02477 7.19425 -25.70095
C 16.98449 1.62300 -23.54227
O 17.78081 2.81069 -23.38099
H 17.57041 0.79523 -23.88080
H 16.27979 1.86683 -24.32701
H 16.48365 1.27102 -22.66473
H 18.42491 2.92170 -24.11963

---

[5]
# C26H22F2N4O16S3

A molecular structure, C26H22F2N4O16S3 at a distorted geometry (the ωB97M-V functional and the def2-TZVPD basis, OMol25).

Calculated values
Lowest unoccupied orbital energy, eV: -1.842

Atoms and positions in Å:
O -0.03012 3.81429 -1.98519
S -0.99609 2.67605 -1.75394
O -1.26584 2.28038 -0.31881
O -0.35424 1.47140 -2.79318
C -1.36551 0.66621 -3.50950
S -1.04167 -1.03655 -2.81179
O -0.64162 -0.95230 -1.32980
O 0.19469 -1.56160 -3.55885
F -2.29028 -2.17725 -3.15402
C -2.74192 1.44558 -3.16137
S -4.03455 0.64740 -2.07470
O -3.55709 0.34036 -0.66995
O -5.15635 1.68238 -1.93169
F -4.76467 -0.71823 -2.76368
O -2.49212 2.75476 -2.59580
H -1.19516 0.59826 -4.64389
H -3.31518 1.68183 -4.13021
C 3.85150 0.76372 3.05024
C 3.05182 -0.30274 3.45441
C 2.01081 -0.74119 2.64158
C 1.78160 -0.10562 1.42009
C 2.57504 0.96874 1.01353
C 3.61176 1.40144 1.83513
N 0.70350 -0.57993 0.54921
O 0.01732 -1.51171 0.94709
O 0.55238 -0.01242 -0.54172
H 4.66697 1.09929 3.68519
H 3.24282 -0.79475 4.40321
H 1.39596 -1.57348 2.96940
H 2.40171 1.47284 0.06764
H 4.23686 2.23397 1.52726
C 1.82355 -6.58172 0.55325
C 2.37429 -5.30308 0.58741
C 2.57584 -4.66306 1.80702
C 2.22535 -5.31651 2.98968
C 1.66617 -6.59456 2.96056
C 1.46598 -7.22514 1.73569
N 2.45876 -4.65699 4.27735
O 2.93491 -3.52525 4.26170
O 2.16917 -5.27348 5.29627
H 1.67293 -7.08023 -0.40048
H 2.64954 -4.80614 -0.33797
H 3.00603 -3.66644 1.81891
H 1.38581 -7.10888 3.87443
H 1.03432 -8.22076 1.70212
C 6.63758 0.35204 -3.44838
C 7.18581 1.63200 -3.41829
C 7.38750 2.27586 -2.20063
C 7.03980 1.62496 -1.01594
C 6.48314 0.34552 -1.04092
C 6.28272 -0.28889 -2.26385
N 7.27328 2.28802 0.26998
O 7.74631 3.41950 0.25221
O 6.98554 1.67159 1.29120
H 6.48689 -0.14940 -4.40059
H 7.45901 2.12695 -4.34529
H 7.81562 3.27320 -2.19193
H 6.20490 -0.16694 -0.12516
H 5.85305 -1.28549 -2.29420
C -8.18440 2.89761 -0.96651
C -7.65312 2.36666 0.20647
C -8.20838 2.70276 1.43808
C -9.30122 3.57026 1.48295
C -9.83238 4.11086 0.31117
C -9.26831 3.77082 -0.91550
N -9.90551 3.90750 2.77503
O -9.39996 3.42820 3.78501
O -10.88472 4.64647 2.77276
H -7.75164 2.62827 -1.92620
H -6.80721 1.68757 0.15968
H -7.78451 2.28166 2.34417
H -10.67882 4.79000 0.33613
H -9.67595 4.18355 -1.83332

---

Asked for DFT total energy across the records above, the calculation gives -33897.44629; -16622.37185; -42649.69134; -28230.62687; -103958.78956 eV in order.